ORCA calculation (ωB97M-V with the def2-TZVPD basis set) on the molecule C3H9NO in a non-equilibrium geometry.

Summary:
gap between HOMO and LUMO: 9.55 eV
HOMO: -0.3097 Ha
charge: 0
energy: -249.58363 hartree
relative energy (zero: lowest compared OMol25 entry of this formula, charge and spin): 341.5 kJ/mol

Structure (XYZ):
```
14
Properties=species:S:1:pos:R:3:mulliken_charge:R:1
C 2.27462 0.99856 0.39395 -0.52
O 0.97302 1.38737 -0.10056 -0.41
H 2.28482 1.10444 1.43403 0.22
H 3.10101 1.43524 -0.06819 0.27
H 2.26271 -0.01601 0.01012 0.24
C -1.88437 -1.22318 -0.09546 -0.76
C -0.16862 0.44284 -0.46364 -0.32
N -1.00876 -0.17280 0.47913 -0.23
H -2.71682 -1.53914 0.64039 0.29
H -2.29081 -0.86421 -1.06687 0.27
H -1.17831 -2.17733 -0.12282 0.23
H 0.52060 -0.35556 -1.00836 0.21
H -0.81874 0.70420 -1.33710 0.28
H -1.35036 0.27560 1.30538 0.23
```


ORCA calculation (ωB97M-V with the def2-TZVPD basis set) on a cluster of 2 separate species, C6H13BrN in total in a non-equilibrium geometry.

Summary:
gap between HOMO and LUMO: 9.32 eV
HOMO: -0.4723 Ha
charge: +1
energy: -2864.82815 hartree
relative energy (zero: lowest compared OMol25 entry of this formula, charge and spin): 170.1 kJ/mol

Structure (XYZ):
```
21
Properties=species:S:1:pos:R:3:mulliken_charge:R:1
C 2.41790 -0.49065 1.32300 -0.87
C 1.29993 -0.93182 0.73162 -0.44
C -1.43560 -1.61131 -0.41060 -1.37
C 1.29849 0.34313 -1.36932 -1.23
C -0.90020 -0.25935 -0.07946 -0.03
C 0.62909 -0.24928 -0.37363 0.86
N -1.64942 0.89318 -0.76352 -0.20
Br -0.34503 2.89207 1.48481 -0.27
H 3.16879 -0.98882 1.95162 0.30
H 3.06262 0.28656 0.94270 0.31
H 0.74514 -1.63249 1.23276 0.34
H -1.39187 -2.37378 0.39005 0.38
H -2.49138 -1.55090 -0.57856 0.40
H -1.04267 -2.22163 -1.16467 0.40
H 0.94842 0.85219 -2.16922 0.38
H 2.25109 -0.09649 -1.56164 0.35
H -0.05108 3.66628 2.62025 0.27
H -1.13170 0.02280 0.89588 0.40
H -1.55121 1.81944 -0.29771 0.23
H -2.62135 0.49731 -1.14954 0.42
H -1.20996 1.13356 -1.65482 0.37
```


ORCA calculation (ωB97M-V with the def2-TZVPD basis set) on a structure of composition C3BrClI2O in a non-equilibrium geometry.

Summary:
gap between HOMO and LUMO: 7.22 eV
HOMO: -0.3215 Ha
charge: 0
energy: -3818.96748 hartree
relative energy (zero: lowest compared OMol25 entry of this formula, charge and spin): 42.4 kJ/mol

Structure (XYZ):
```
8
Properties=species:S:1:pos:R:3:mulliken_charge:R:1
C 1.27772 0.30280 0.20082 -0.15
C -1.62975 -1.44933 -0.06352 -0.16
C 0.98225 1.31596 -0.60723 0.46
O 0.77948 2.17742 -1.33802 -0.31
Cl 0.92604 0.05575 1.85942 -0.11
Br -1.75707 -1.61353 1.81587 0.00
I 2.04060 -1.07395 -1.24615 0.11
I -2.61927 0.28489 -0.62119 0.15
```


ORCA calculation (ωB97M-V with the def2-TZVPD basis set) on a cluster of 2 separate species, C4H10N2P in total in a non-equilibrium geometry.

Summary:
gap between HOMO and LUMO (alpha / beta): 7.61 / 6.53 eV
spin multiplicity: 3
HOMO (alpha / beta): -0.4122 / -0.4853 Ha
charge: +1
energy: -608.79826 hartree
relative energy (zero: lowest compared OMol25 entry of this formula, charge and spin): 190.2 kJ/mol

Structure (XYZ):
```
17
Properties=species:S:1:pos:R:3:lowdin_spin:R:1
C 0.26961 1.00219 -0.73261 0.67
C 0.92701 -1.59122 -0.15461 0.58
C -1.80296 1.56968 0.79043 0.01
C -0.20859 1.64577 0.44405 0.12
N 2.04591 -2.18763 0.10392 0.09
N -0.27618 -2.07881 -0.05295 0.08
P 0.50122 0.39464 -2.21978 0.19
H -1.70983 1.39139 1.83371 0.00
H -2.13941 0.81226 0.14545 0.00
H -2.25090 2.55775 0.64437 0.00
H 0.34361 1.34159 1.41063 0.03
H 0.13705 2.71409 0.30401 0.04
H 2.85821 -1.73652 -0.30674 0.01
H 2.30982 -3.21615 0.43891 0.03
H -1.12498 -1.38609 -0.14361 0.01
H -0.40979 -3.02183 0.27827 0.02
H 0.53020 1.78890 -2.78344 0.13
```


ORCA calculation (ωB97M-V with the def2-TZVPD basis set) on the molecule C3H7N3O.

Summary:
gap between HOMO and LUMO: 9.90 eV
HOMO: -0.3298 Ha
charge: 0
energy: -358.02795 hartree
relative energy (zero: lowest compared OMol25 entry of this formula, charge and spin): 57.6 kJ/mol

Structure (XYZ):
```
14
Properties=species:S:1:pos:R:3:mulliken_charge:R:1
C -1.48476 -1.10573 -0.71003 -0.71
N -1.03960 0.26026 -0.69122 -0.53
C -0.04067 0.80916 -0.12753 0.38
N 0.11619 2.16749 -0.22455 -0.44
C 1.14606 0.24926 0.68336 0.67
O 1.86781 1.02341 1.29347 -0.65
N 1.37466 -1.08176 0.68686 -0.32
H -2.47153 -1.14913 -0.22231 0.25
H -0.89239 -1.90093 -0.22440 0.21
H -1.62719 -1.39170 -1.75867 0.23
H 0.74238 2.58711 0.44751 0.25
H -0.70922 2.67221 -0.50805 0.27
H 0.82724 -1.74222 0.16786 0.17
H 2.19103 -1.39742 1.18768 0.23
```


ORCA calculation (ωB97M-V with the def2-TZVPD basis set) on a cluster of 4 separate species, H8O4 in total in a non-equilibrium geometry.

Summary:
gap between HOMO and LUMO: 10.70 eV
HOMO: -0.3896 Ha
charge: 0
energy: -305.74852 hartree
relative energy (zero: lowest compared OMol25 entry of this formula, charge and spin): 80.6 kJ/mol

Structure (XYZ):
```
12
Properties=species:S:1:pos:R:3:mulliken_charge:R:1
O 8.96268 -18.10124 34.41030 -0.66
H 8.13623 -17.64984 34.56153 0.32
H 9.05250 -18.14091 33.45951 0.33
O 11.78313 -17.71863 34.45802 -0.67
H 11.93998 -18.65106 34.51259 0.30
H 10.86103 -17.60682 34.75734 0.33
O 14.08695 -16.40621 33.26054 -0.64
H 13.42927 -17.01599 33.56210 0.34
H 13.51575 -15.64349 33.10629 0.33
O 11.15339 -15.70301 32.37980 -0.63
H 10.34301 -15.38467 32.66743 0.30
H 11.29488 -16.53916 32.76081 0.35
```


ORCA calculation (ωB97M-V with the def2-TZVPD basis set) on the molecule C2H3NO3S in a non-equilibrium geometry.

Summary:
gap between HOMO and LUMO (alpha / beta): 7.54 / 7.54 eV
HOMO (alpha / beta): -0.3833 / -0.3833 Ha
charge: 0
energy: -756.46489 hartree
relative energy (zero: lowest compared OMol25 entry of this formula, charge and spin): 554.6 kJ/mol

Structure (XYZ):
```
10
Properties=species:S:1:pos:R:3:mulliken_charge:R:1
C 0.49287 0.94088 -0.92262 -0.18
C 1.47917 0.10899 -0.81823 0.19
N 0.22253 -0.97540 1.02509 -0.62
O -0.68578 1.03928 -0.26998 -0.28
O -2.16578 0.08619 1.43189 -0.58
O -1.59403 -1.22254 -0.57395 -0.58
S -1.14139 -0.38694 0.49091 1.16
H 0.71792 1.73268 -1.78900 0.25
H 0.46648 -0.73107 1.93575 0.22
H 2.20802 -0.59208 -0.50987 0.43
```


ORCA calculation (ωB97M-V with the def2-TZVPD basis set) on a cluster of 2 separate species, C2H9N4 in total.

Summary:
gap between HOMO and LUMO: 10.07 eV
HOMO: -0.4925 Ha
charge: +1
energy: -300.40723 hartree
relative energy (zero: lowest compared OMol25 entry of this formula, charge and spin): 31.8 kJ/mol

Structure (XYZ):
```
15
Properties=species:S:1:pos:R:3:mulliken_charge:R:1
N -1.81598 -0.27652 1.15639 -0.31
C -1.37843 0.02378 -0.04229 0.33
N -2.09166 0.69392 -0.90971 -0.34
H -2.71986 0.06438 1.46822 0.23
H -1.20221 -0.66739 1.85208 0.26
H -0.39778 -0.33748 -0.31142 0.29
H -1.68524 0.94634 -1.79792 0.27
H -2.92572 1.21131 -0.63718 0.24
N 1.78656 -1.24253 -0.41440 -0.50
C 2.10603 -0.03714 0.18232 0.01
N 1.58715 1.04932 -0.22278 -0.61
H 2.47857 -1.96068 -0.28445 0.26
H 1.53725 -1.15301 -1.39909 0.27
H 2.80996 -0.13452 1.00869 0.36
H 1.91137 1.82023 0.35155 0.23
```


Which of these has the lowest energy?
C3BrClI2O


What is the formula in the eighth record?
C2H9N4


What is the formula in the second record?
C6H13BrN